No. 1
{"formula": "C31H65ClFN3O9PS5", "method": "the ωB97M-V functional and the def2-TZVPD basis", "largest_force_ev_per_a": 0.92, "e_homo_ha": -0.3960, "total_charge": 1, "elements": ["C", "C", "C", "C", "C", "C", "C", "C", "C", "C", "C", "C", "C", "C", "C", "C", "F", "N", "P", "S", "C", "Cl", "C", "C", "C", "S", "O", "O", "O", "C", "C", "N", "N", "C", "S", "C", "C", "H", "H", "H", "H", "H", "H", "H", "H", "H", "H", "H", "H", "H", "H", "H", "H", "H", "H", "H", "H", "H", "H", "H", "H", "H", "H", "H", "H", "H", "H", "H", "H", "H", "H", "H", "H", "H", "H", "H", "H", "H", "H", "H", "H", "H", "H", "H", "H", "H", "O", "S", "O", "O", "C", "C", "C", "H", "H", "H", "H", "H", "H", "H", "H", "O", "S", "O", "O", "C", "C", "C", "H", "H", "H", "H", "H", "H", "H", "H"], "xyz": [[-0.6535, 1.6701, 2.6720], [-0.7579, 0.5227, 2.3700], [-0.8996, -0.8836, 1.9876], [-0.5715, -1.2210, 0.4836], [-1.8863, -0.9746, -0.2892], [-2.6622, 0.3050, 0.1000], [-3.8613, 0.6591, -0.8023], [-4.2504, 2.1421, -0.7277], [-3.2160, 3.1699, -1.2191], [-3.7834, 4.3138, -2.0781], [-4.7079, 3.9294, -3.2295], [-4.0311, 3.1009, -4.3170], [-0.3332, -2.7596, 0.4663], [-0.6155, -3.5373, -0.8186], [-1.9609, -4.3027, -0.8293], [-2.9381, -3.9046, -1.9092], [-2.5718, -4.1778, 0.4342], [1.0538, -3.0820, 1.0433], [1.1764, -4.9038, 1.3704], [2.2030, -6.0484, 0.2564], [2.2274, -2.3721, 0.3681], [2.2530, -2.8602, -1.3309], [3.5245, -2.7546, 1.0714], [4.8393, -2.6577, 0.2948], [5.6720, -1.3733, 0.3991], [5.4827, -0.0684, -0.8040], [6.7423, 0.1090, -1.4806], [4.7782, 1.0510, -0.2441], [4.4814, -0.8360, -1.7792], [1.9267, -0.8605, 0.4533], [2.1881, -0.2105, 1.8436], [3.5894, 0.0493, 2.1483], [0.5980, -0.5367, -0.0470], [0.5686, 0.3854, -1.1451], [0.8001, -0.4187, -2.7958], [-0.6734, 0.0605, -3.7221], [-1.1091, -1.0598, -4.6710], [-0.5456, 2.7054, 2.9175], [-0.3256, -1.4997, 2.6901], [-1.9414, -1.1730, 2.1629], [-2.5353, -1.7947, 0.0343], [-1.7335, -1.0437, -1.3659], [-2.0201, 1.1667, 0.2749], [-3.1155, 0.0930, 1.0733], [-3.7445, 0.3077, -1.8327], [-4.7193, 0.1086, -0.4014], [-4.4906, 2.3383, 0.3228], [-5.1846, 2.2821, -1.2718], [-2.4012, 2.6592, -1.7371], [-2.7553, 3.6448, -0.3476], [-4.3200, 5.0007, -1.4195], [-2.9345, 4.8634, -2.4967], [-5.0766, 4.8580, -3.6738], [-5.5979, 3.4073, -2.8720], [-4.6027, 3.1251, -5.2458], [-3.0242, 3.4726, -4.5143], [-3.9536, 2.0520, -4.0213], [-1.0088, -3.1548, 1.2265], [0.1695, -4.2746, -0.9844], [-0.5329, -2.8896, -1.6955], [-1.7409, -5.3673, -0.9527], [-3.6941, -4.6799, -2.0274], [-3.4508, -2.9760, -1.6575], [-2.4214, -3.7926, -2.8626], [1.0560, -2.6634, 1.9807], [1.5465, -4.8236, 2.7176], [-0.1963, -5.1460, 1.3954], [3.6145, -2.1802, 1.9909], [3.4613, -3.7877, 1.4017], [4.7281, -2.9267, -0.7514], [5.4728, -3.4365, 0.7255], [5.6008, -0.8988, 1.3754], [6.7152, -1.6478, 0.2306], [4.4682, -0.3489, -2.6216], [2.6532, -0.4237, -0.2354], [1.7336, -0.7857, 2.6580], [1.6373, 0.7223, 1.7865], [3.9004, -0.4069, 2.9924], [3.7940, 1.0344, 2.2169], [-0.3303, 0.9938, -1.1806], [1.4107, 1.0697, -1.0361], [-1.4695, 0.2979, -3.0230], [-0.4467, 0.9616, -4.2893], [-0.8379, -2.0387, -4.2671], [-0.6035, -0.9734, -5.6337], [-2.1862, -1.0382, -4.8313], [4.4779, -5.1730, 3.0409], [5.2128, -6.3880, 3.2964], [4.4730, -7.5810, 3.5555], [6.2344, -6.1107, 4.4644], [5.7321, -5.5311, 5.6996], [5.0247, -6.5425, 6.5737], [6.3788, -6.6686, 2.0150], [5.0924, -4.6834, 5.4515], [6.6247, -5.1456, 6.1855], [4.0937, -6.8833, 6.1237], [4.7978, -6.0867, 7.5373], [5.6570, -7.4138, 6.7376], [6.9462, -5.7578, 1.8445], [5.8088, -6.9438, 1.1296], [7.0293, -7.4847, 2.3168], [-3.8080, 7.5870, -1.0250], [-4.5984, 8.5761, -0.3503], [-5.9700, 8.7316, -0.7220], [-3.8511, 9.9685, -0.4355], [-3.4220, 10.4216, -1.7463], [-4.5592, 10.9815, -2.5722], [-4.4839, 8.3631, 1.3904], [-2.9169, 9.5981, -2.2517], [-2.6806, 11.1862, -1.5272], [-5.2698, 10.2064, -2.8537], [-4.1564, 11.4288, -3.4809], [-5.0981, 11.7452, -2.0126], [-3.4372, 8.2732, 1.6654], [-5.0275, 7.4517, 1.6286], [-4.9476, 9.2180, 1.8744]], "atomic_forces_ev_per_a": [[0.101, 0.893, 0.218], [-0.069, -0.859, -0.236], [-0.024, 0.209, 0.149], [0.263, -0.127, -0.016], [-0.180, 0.446, 0.321], [-0.275, -0.141, 0.076], [-0.090, -0.105, 0.211], [-0.036, -0.045, 0.127], [-0.052, -0.080, 0.161], [-0.083, -0.214, 0.125], [0.061, 0.140, -0.200], [-0.106, -0.155, 0.120], [-0.258, 0.021, 0.271], [0.069, 0.024, -0.389], [0.207, -0.144, -0.096], [-0.211, 0.009, 0.134], [-0.239, -0.187, -0.120], [-0.119, 0.141, -0.004], [0.446, -0.656, -0.203], [-0.092, 0.165, -0.020], [0.088, 0.381, -0.135], [0.139, -0.295, 0.057], [0.050, -0.270, 0.268], [0.298, 0.108, 0.042], [0.623, -0.223, 0.153], [0.340, -0.090, 0.249], [-0.828, 0.169, 0.341], [0.337, -0.077, -0.404], [0.023, 0.372, -0.538], [-0.107, -0.031, 0.036], [0.161, 0.057, -0.088], [-0.091, -0.257, 0.071], [-0.066, 0.064, 0.217], [0.189, -0.090, -0.331], [-0.072, 0.023, -0.006], [-0.092, 0.164, -0.349], [0.268, -0.078, 0.026], [-0.059, -0.206, 0.004], [0.099, 0.105, -0.013], [0.139, -0.101, 0.007], [0.009, -0.072, -0.377], [0.074, -0.044, 0.012], [0.123, -0.007, -0.347], [0.176, 0.280, 0.066], [0.238, 0.203, -0.069], [-0.001, -0.126, -0.250], [-0.044, 0.114, -0.049], [-0.014, -0.113, 0.016], [0.026, -0.094, -0.235], [0.147, -0.074, -0.066], [0.076, 0.060, -0.059], [-0.086, 0.132, 0.113], [0.024, -0.002, 0.046], [-0.013, 0.030, 0.018], [0.057, 0.007, 0.000], [0.018, 0.014, -0.093], [0.119, -0.045, 0.027], [0.098, -0.017, 0.016], [-0.025, -0.038, 0.086], [-0.066, 0.102, 0.157], [-0.013, 0.045, 0.192], [-0.018, 0.026, 0.015], [0.119, 0.058, -0.082], [0.029, 0.036, 0.009], [-0.012, -0.055, 0.033], [0.025, 0.167, 0.085], [-0.159, 0.173, 0.109], [-0.070, -0.024, -0.033], [-0.030, -0.199, -0.115], [-0.159, -0.078, 0.029], [0.007, 0.050, 0.034], [-0.080, 0.015, -0.133], [-0.036, -0.015, 0.058], [-0.129, -0.143, -0.062], [-0.082, 0.091, 0.149], [-0.098, 0.028, -0.015], [-0.025, 0.006, 0.128], [-0.109, 0.153, 0.191], [0.024, 0.027, -0.104], [-0.179, -0.093, 0.021], [-0.094, 0.039, 0.104], [-0.083, 0.062, 0.174], [-0.160, 0.069, 0.030], [-0.131, 0.029, 0.053], [-0.097, 0.001, 0.016], [0.003, 0.058, -0.104], [-0.105, 0.081, -0.090], [0.020, 0.056, 0.178], [-0.085, -0.002, -0.075], [0.062, -0.040, -0.083], [-0.082, 0.129, 0.244], [-0.017, -0.082, -0.129], [0.004, 0.021, -0.045], [-0.009, -0.033, -0.072], [0.055, -0.043, -0.050], [-0.001, 0.017, -0.007], [0.024, 0.017, 0.014], [0.023, 0.015, 0.043], [0.005, -0.002, 0.018], [-0.017, -0.003, 0.013], [-0.006, -0.021, 0.001], [0.001, -0.057, 0.035], [0.027, 0.078, -0.079], [-0.019, -0.039, 0.028], [-0.059, 0.012, 0.062], [0.134, 0.084, -0.245], [-0.090, -0.071, 0.091], [0.021, -0.013, 0.038], [-0.038, -0.049, 0.041], [-0.022, 0.009, 0.076], [0.015, -0.013, -0.004], [0.025, 0.014, 0.003], [0.026, 0.038, -0.016], [0.007, 0.005, -0.003], [-0.010, -0.005, -0.015], [-0.016, 0.004, -0.003]]}


No. 2
{"formula": "C31H65N3O20", "method": "the ωB97M-V functional and the def2-TZVPD basis", "largest_force_ev_per_a": 2.07, "e_homo_ha": -0.3696, "de_lowest_ev": 2.5947, "total_charge": 0, "smiles": "C[N+](=O)[O-].C[N+](=O)[O-].C[N+](=O)[O-].CCOC(C)=O.CCOC(C)=O.CCOC(C)=O.CCOC(C)=O.CCOC(C)=O.CCOC(C)=O.CCOC(C)=O", "elements": ["C", "N", "O", "O", "H", "H", "H", "C", "N", "O", "O", "H", "H", "H", "C", "N", "O", "O", "H", "H", "H", "C", "C", "O", "C", "C", "O", "H", "H", "H", "H", "H", "H", "H", "H", "C", "C", "O", "C", "C", "O", "H", "H", "H", "H", "H", "H", "H", "H", "C", "C", "O", "C", "C", "O", "H", "H", "H", "H", "H", "H", "H", "H", "C", "C", "O", "C", "C", "O", "H", "H", "H", "H", "H", "H", "H", "H", "C", "C", "O", "C", "C", "O", "H", "H", "H", "H", "H", "H", "H", "H", "C", "C", "O", "C", "C", "O", "H", "H", "H", "H", "H", "H", "H", "H", "C", "C", "O", "C", "C", "O", "H", "H", "H", "H", "H", "H", "H", "H"], "xyz": [[-4.6027, -2.1615, 0.7998], [-3.9134, -2.4482, -0.4869], [-2.8576, -3.0395, -0.4033], [-4.3984, -1.9808, -1.4953], [-4.4309, -1.1060, 0.9974], [-4.1926, -2.7972, 1.5736], [-5.6698, -2.3348, 0.6964], [-0.1847, 2.9591, 1.7744], [0.6490, 3.4537, 2.9281], [1.8422, 3.4101, 2.7398], [0.1049, 4.0376, 3.8438], [-1.2059, 2.8127, 2.1014], [0.2863, 2.0246, 1.4939], [-0.0803, 3.7738, 1.0663], [-3.4588, 1.3333, 5.8011], [-2.2790, 0.9457, 4.9556], [-1.8176, -0.1613, 5.1482], [-1.8682, 1.7476, 4.1412], [-3.0482, 1.4447, 6.8030], [-4.1343, 0.4883, 5.7770], [-3.8308, 2.2833, 5.4426], [0.3608, -1.5482, 2.5497], [0.9666, -1.4325, 1.1550], [-0.0986, -1.0539, 0.2641], [-0.0214, 0.0283, -0.5064], [-1.3037, 0.2446, -1.2692], [0.9212, 0.7730, -0.6176], [-0.2301, -0.6493, 2.7497], [1.1572, -1.5005, 3.2931], [-0.2795, -2.4186, 2.6448], [1.8103, -0.7475, 1.1402], [1.2737, -2.4380, 0.8601], [-1.1223, 0.1978, -2.3386], [-1.6734, 1.2492, -1.0617], [-2.0280, -0.5027, -0.9540], [-3.4840, 0.9817, -3.7917], [-4.8083, 0.8812, -4.5260], [-5.8009, 1.6353, -3.8601], [-6.9211, 1.9343, -4.5260], [-7.9049, 2.6890, -3.6701], [-7.1522, 1.5920, -5.6476], [-3.1360, 2.0165, -3.8002], [-2.8044, 0.3292, -4.3356], [-3.5094, 0.6570, -2.7535], [-4.6672, 1.1876, -5.5693], [-5.0403, -0.1778, -4.7050], [-8.3292, 2.0145, -2.9286], [-8.6549, 3.1837, -4.2770], [-7.4146, 3.4964, -3.1159], [5.5395, -3.7247, -0.8185], [4.7563, -4.5685, -1.8031], [3.5349, -3.9452, -2.1887], [2.4234, -4.3082, -1.5230], [1.2231, -3.5010, -1.9581], [2.3725, -5.2143, -0.7398], [4.9648, -3.5411, 0.0910], [5.7976, -2.7597, -1.2542], [6.4455, -4.2686, -0.5516], [5.3586, -4.7423, -2.6986], [4.5953, -5.5812, -1.4312], [1.2003, -2.5135, -1.5127], [0.3669, -4.1054, -1.6484], [1.1112, -3.5735, -3.0415], [2.7308, 0.3807, -3.6988], [1.6002, 0.4734, -4.7190], [0.4297, -0.1774, -4.2116], [0.2149, -1.4383, -4.6619], [-1.0953, -2.0276, -4.1827], [0.9526, -2.0076, -5.4191], [2.7616, 1.2941, -3.0951], [3.7233, 0.3477, -4.1489], [2.5852, -0.4598, -3.0261], [1.3102, 1.4963, -4.9429], [1.9574, 0.0211, -5.6406], [-1.0127, -3.0979, -4.3250], [-1.9148, -1.5513, -4.7099], [-1.1556, -1.7805, -3.1226], [2.2865, -6.9299, 6.0896], [2.0808, -7.0688, 4.5950], [2.2589, -5.8208, 3.9302], [3.4836, -5.5273, 3.5173], [3.5501, -4.1861, 2.8311], [4.4516, -6.2235, 3.7049], [2.2665, -7.9176, 6.5604], [1.4558, -6.3873, 6.5378], [3.2656, -6.5081, 6.3061], [2.7256, -7.8291, 4.1523], [1.0642, -7.4121, 4.3984], [2.8049, -4.1684, 2.0322], [4.5181, -4.0346, 2.3634], [3.4042, -3.3953, 3.5666], [5.6419, 4.8079, 1.3773], [5.8173, 3.5954, 2.2785], [5.6553, 2.4103, 1.4794], [5.2116, 1.3219, 2.1030], [4.9326, 0.1688, 1.1801], [5.1051, 1.2338, 3.3037], [6.3906, 5.5715, 1.6169], [4.6736, 5.2884, 1.4935], [5.8513, 4.5962, 0.3288], [6.7933, 3.5979, 2.7607], [5.0456, 3.5762, 3.0463], [4.3076, 0.4626, 0.3376], [4.4043, -0.5812, 1.7663], [5.8562, -0.3030, 0.8465], [-3.5873, 3.8702, -0.4805], [-2.8143, 5.1146, -0.1946], [-3.1976, 6.1838, -1.0611], [-3.8031, 7.2463, -0.5136], [-3.9281, 8.4166, -1.4773], [-4.2700, 7.2629, 0.5900], [-4.6554, 3.9846, -0.3101], [-3.1143, 2.9969, -0.0375], [-3.5159, 3.6964, -1.5637], [-2.8401, 5.4428, 0.8473], [-1.7420, 4.9630, -0.3556], [-3.4076, 9.2426, -0.9896], [-4.9549, 8.5991, -1.7544], [-3.2640, 8.2091, -2.3211]], "atomic_forces_ev_per_a": [[-0.404, -0.013, 0.141], [0.225, 0.276, 0.509], [-0.054, -0.122, -0.369], [0.014, -0.162, -0.115], [0.051, -0.026, 0.072], [0.196, 0.045, -0.033], [0.023, 0.026, -0.239], [0.231, -0.169, 0.995], [-0.507, 1.095, -0.494], [0.484, -0.372, 0.301], [-0.006, -0.441, 0.031], [-0.028, 0.133, 0.073], [-0.025, 0.135, -0.536], [-0.035, -0.298, -0.396], [0.851, -0.005, 0.116], [-0.194, -0.124, -0.035], [-0.016, 0.199, -0.063], [-0.086, -0.153, 0.103], [-0.122, -0.019, 0.036], [-0.240, 0.129, -0.050], [-0.230, -0.101, -0.119], [0.231, 1.088, -0.152], [-0.349, -0.613, 0.694], [0.090, -0.157, -0.010], [-0.151, 0.565, -0.694], [-0.066, -0.130, 0.445], [0.329, -0.287, 0.437], [-0.123, -0.111, -0.019], [-0.043, -0.507, 0.070], [0.094, -0.116, 0.143], [-0.131, 0.182, -0.307], [0.237, 0.190, -0.316], [0.133, -0.054, -0.006], [0.012, -0.009, 0.077], [-0.157, 0.065, -0.237], [-0.398, 0.276, -0.135], [1.040, -0.805, -1.019], [0.091, -0.013, 0.418], [-0.700, 0.109, 0.308], [0.540, 0.715, 0.349], [0.182, -0.226, -0.671], [0.206, -0.094, -0.099], [0.318, 0.228, 0.085], [-0.308, -0.161, -0.031], [-0.165, 0.673, 0.243], [-0.669, 0.103, 0.776], [-0.190, -0.024, -0.109], [-0.209, -0.429, -0.148], [0.175, -0.265, 0.029], [-0.273, -0.046, 0.012], [0.813, -0.698, -0.078], [-0.018, 0.217, 0.039], [-0.150, 0.204, -0.645], [-0.507, -1.568, -0.130], [0.155, -0.145, 0.522], [-0.001, -0.074, -0.010], [0.081, -0.020, -0.018], [0.073, 0.132, 0.049], [-0.262, 0.456, -0.202], [-0.389, 0.202, 0.311], [-0.003, 0.193, -0.332], [-0.065, 0.421, 0.572], [0.555, 0.809, -0.081], [0.083, 1.109, 0.372], [0.937, -0.076, -0.043], [-0.389, -0.433, -0.247], [-0.387, 0.110, -0.529], [1.205, 0.584, 0.595], [0.280, -0.083, 0.061], [-0.205, -0.243, 0.219], [-0.136, -0.355, -0.247], [0.089, -0.149, -0.080], [-0.054, 0.064, 0.179], [-0.489, -0.225, -0.101], [-0.423, -0.055, -0.112], [-0.139, -0.241, -0.090], [-0.417, -0.245, 0.012], [-0.024, -0.591, -0.001], [-0.141, -0.826, 0.262], [-0.815, 0.080, -0.144], [1.260, 0.367, -0.077], [-0.111, -0.188, -0.322], [-0.212, -0.154, 0.005], [0.028, -0.035, -0.160], [0.258, 0.393, 0.036], [-0.126, 0.268, 0.095], [0.256, 0.240, 0.094], [-0.078, 0.383, -0.139], [-0.168, 0.256, 0.239], [0.149, -0.224, 0.181], [-0.288, 0.037, -0.105], [0.704, 0.591, 0.005], [-0.445, 0.279, -0.056], [-0.066, 0.153, -0.449], [0.337, -0.526, 0.687], [-0.371, -0.212, 0.145], [-0.118, 0.167, -0.179], [-0.125, -0.066, 0.244], [-0.145, -0.218, -0.182], [-0.294, -0.306, 0.011], [0.043, -0.246, -0.048], [0.155, 0.017, 0.120], [0.207, 0.042, -0.118], [-0.048, 0.026, 0.003], [0.069, 0.253, -0.191], [-0.042, -0.072, -1.447], [1.000, 0.293, 0.923], [0.414, 0.072, -0.206], [-1.069, 0.463, -0.406], [1.907, -0.802, 0.128], [0.135, -0.095, 0.517], [0.037, -0.211, 0.566], [-0.346, -0.011, 0.461], [0.031, -0.037, 0.091], [-0.567, 0.002, -0.073], [-0.109, -0.116, -0.443], [-0.700, 0.308, 0.160], [-0.096, 0.230, 0.036], [-0.599, -0.056, -0.314]]}


Number 1: E_tot -4953.61770 Eh. Number 2: E_tot -2889.01966 Eh.